Entry from the OMol25 dataset: a structure of composition C22H23Cl3GeN6O2PtS at a distorted geometry (ωB97M-V/def2-TZVPD).

As for the energy relative to the best compared isomer or geometry (same formula, charge and spin): 36.6 kcal/mol. The spin multiplicity is 2. As for the charge: +1. Its LUMO energy (alpha / beta) is -0.1648 / -0.1648 Eh. As for the HOMO-LUMO gap (alpha / beta): 5.47 / 6.75 eV.

```
59
Properties=species:S:1:pos:R:3:lowdin_spin:R:1
Pt 0.0449 0.9477 -0.1059 0.000
C -3.3875 -0.9122 3.2550 0.000
C -1.9887 -0.4568 3.4245 0.000
N -1.3380 -0.3437 4.5341 0.000
N -0.0984 0.1167 4.1738 0.000
C 0.0401 0.3023 2.8631 0.000
S 1.3555 0.8453 1.9577 0.000
N -1.1713 -0.0625 2.3760 0.000
N -1.4463 -0.0630 0.9982 -0.001
H -3.7961 -1.1449 4.2344 0.000
H -3.4375 -1.8059 2.6312 0.000
H -3.9998 -0.1342 2.7962 0.000
H 0.5965 0.2991 4.8796 0.000
H -2.3660 0.3478 0.8165 0.000
H -1.4749 -1.0269 0.6590 0.000
C 1.8562 -1.7594 -3.1540 0.007
C 1.8104 -1.3859 -1.6982 0.023
N 0.7259 -1.4747 -0.9385 -0.109
O -0.3773 -1.9474 -1.5197 -0.050
C 2.6471 1.2896 -1.4289 0.008
C 3.7672 2.0861 -2.0207 0.002
N 1.4826 1.9030 -1.1165 0.080
O 1.3649 3.1196 -1.3181 0.247
H 1.5018 -2.7818 -3.3136 0.003
H 2.8867 -1.7106 -3.4980 0.000
H 1.2652 -1.0798 -3.7654 0.000
H -0.3084 -1.9222 -2.4957 0.000
H 4.3771 1.4633 -2.6715 0.000
H 4.4064 2.4869 -1.2307 -0.002
H 3.3600 2.9259 -2.5800 0.001
Cl -3.4185 0.4487 -1.3222 -0.001
Ge -1.4977 1.3842 -1.8673 -0.001
Cl -1.0403 0.4878 -3.7934 0.000
Cl -2.0168 3.4002 -2.2859 0.001
C 2.7705 -0.0712 -1.1864 0.151
C 3.0974 -1.2791 -0.8535 0.023
C 3.9157 -2.1399 -0.1196 0.293
C 3.5940 -3.5457 0.0836 0.018
C 4.0502 -4.1973 1.2376 0.058
C 3.7339 -5.5240 1.4736 -0.007
C 2.9637 -6.2331 0.5621 0.065
C 2.5087 -5.6032 -0.5899 -0.005
C 2.8167 -4.2758 -0.8244 0.055
C 5.1394 -1.5444 0.4377 0.021
C 6.3440 -2.2528 0.4042 0.042
C 7.5064 -1.6825 0.8954 -0.005
C 7.4824 -0.4037 1.4355 0.044
C 6.2898 0.3074 1.4784 -0.003
C 5.1286 -0.2543 0.9760 0.038
H 4.6383 -3.6488 1.9614 0.001
H 4.0906 -6.0061 2.3739 -0.002
H 2.7251 -7.2725 0.7430 0.004
H 1.9235 -6.1545 -1.3140 -0.002
H 2.4856 -3.8160 -1.7450 0.003
H 6.3675 -3.2466 -0.0246 0.001
H 8.4348 -2.2361 0.8526 -0.001
H 8.3907 0.0382 1.8225 0.002
H 6.2651 1.2998 1.9089 -0.001
H 4.1981 0.2976 1.0296 0.001
```



Entry from the OMol25 dataset: the molecule C22H23ClN2O4 (ωB97M-V/def2-TZVPD).

As for the energy relative to the best compared isomer or geometry (same formula, charge and spin): 27.4 kcal/mol. The spin multiplicity is 1. As for the charge: 0. As for the structure (SMILES): COc1ccc(N2C(=O)C[C@@H](N3CCC(O)(c4ccc(Cl)cc4)CC3)C2=O)cc1. Its LUMO energy is 0.0212 Eh. As for the HOMO-LUMO gap: 9.08 eV.

```
52
Properties=species:S:1:pos:R:3:lowdin_charge:R:1
C 1.2002 6.8935 3.7526 -0.088
H 1.8074 6.1398 4.2640 0.096
O 1.4892 6.9430 2.3758 -0.081
C 1.2633 5.8357 1.6220 -0.275
C 0.7674 4.6289 2.1043 -0.008
C 0.5778 3.5622 1.2434 0.002
C 0.8695 3.6912 -0.1049 -0.183
C 1.3628 4.8953 -0.5957 0.004
C 1.5620 5.9533 0.2624 0.011
H 1.9467 6.8936 -0.0980 0.120
H 1.5964 4.9964 -1.6431 0.118
N 0.6618 2.5957 -0.9865 0.104
C -0.4847 1.8211 -0.9678 -0.378
O -1.4201 1.9879 -0.2349 0.133
C -0.3464 0.7425 -2.0437 -0.205
N -0.5406 -0.5626 -1.4544 -0.117
C -0.6253 -1.6404 -2.4217 -0.166
C -1.1935 -2.8869 -1.7502 -0.074
H -2.2041 -2.6843 -1.3997 0.127
H -1.2208 -3.7079 -2.4668 0.133
C -0.3235 -3.3029 -0.5535 -0.479
C -0.9771 -4.4792 0.1596 -0.151
C -0.4185 -5.7484 0.0742 -0.016
C -1.0022 -6.8334 0.7030 -0.097
C -2.1672 -6.6506 1.4268 -0.679
C -2.7527 -5.3975 1.5114 -0.096
C -2.1585 -4.3230 0.8770 -0.026
H -2.6331 -3.3566 0.9442 0.113
H -3.6673 -5.2659 2.0678 0.106
Cl -2.9050 -7.9967 2.2230 0.668
H -0.5575 -7.8132 0.6287 0.105
H 0.4789 -5.8966 -0.5075 0.115
C -0.1741 -2.0916 0.3847 -0.077
C 0.3826 -0.8988 -0.3882 -0.159
H 1.3863 -1.1532 -0.7711 0.127
H 0.4757 -0.0442 0.2855 0.125
H -1.1436 -1.8142 0.7917 0.120
H 0.4931 -2.3448 1.2127 0.132
O 0.9427 -3.6631 -1.0771 -0.008
H 1.5403 -3.8302 -0.3395 0.110
H 0.3588 -1.8879 -2.8508 0.127
H -1.2910 -1.3324 -3.2309 0.128
C 1.0160 1.0307 -2.6968 -0.006
C 1.5915 2.2049 -1.9390 -0.401
O 2.6618 2.7221 -2.1091 0.119
H 1.6996 0.1845 -2.6222 0.126
H 0.9355 1.2910 -3.7526 0.133
H -1.1663 0.8884 -2.7570 0.161
H 0.1898 2.6318 1.6263 0.116
H 0.5264 4.5018 3.1475 0.104
H 0.1397 6.6917 3.9335 0.096
H 1.4500 7.8796 4.1408 0.093
```



Entry from the OMol25 dataset: the molecule C22H23ClN2O6S at a distorted geometry (ωB97M-V/def2-TZVPD).

As for the energy relative to the best compared isomer or geometry (same formula, charge and spin): 0.0 kcal/mol. The spin multiplicity is 1. As for the charge: 0. As for the structure (SMILES): CCN(CC)S(=O)(=O)c1ccc(Cl)c(NC(=O)COc2ccc3c(C)cc(=O)oc3c2)c1. Its LUMO energy is 0.0126 Eh. As for the HOMO-LUMO gap: 8.71 eV.

```
55
Properties=species:S:1:pos:R:3:lowdin_charge:R:1
C 3.0444 3.6091 -0.8492 -0.067
H 3.0233 2.6817 -1.4166 0.069
H 2.3284 4.2978 -1.2916 0.073
H 4.0370 4.0468 -0.9171 0.077
C 2.6995 3.3148 0.6075 -0.252
N 1.4143 2.6632 0.7707 -0.255
S 1.3208 1.1005 0.2195 0.686
O 0.6668 1.0003 -1.0543 -0.256
O 2.6126 0.4911 0.3609 -0.271
C 0.2407 0.3343 1.4290 -0.254
C -1.0282 -0.0230 1.0321 0.018
C -1.8340 -0.7820 1.8763 -0.230
C -1.3309 -1.1268 3.1355 -0.578
C -0.0682 -0.7265 3.5424 -0.081
C 0.7324 -0.0007 2.6767 -0.050
H 1.7353 0.2861 2.9445 0.120
H 0.2899 -1.0072 4.5204 0.110
Cl -2.2912 -2.1139 4.1807 0.728
N -3.0451 -1.3076 1.4462 0.123
C -3.7347 -0.9302 0.3209 -0.450
O -3.7683 0.1903 -0.1154 0.120
C -4.3883 -2.1432 -0.3516 -0.083
O -3.4274 -3.1839 -0.4058 -0.046
C -2.1821 -2.8277 -0.8744 -0.264
C -1.9728 -1.8667 -1.8473 0.082
C -0.6733 -1.5374 -2.2339 -0.184
C 0.4375 -2.1535 -1.6344 -0.112
C 0.1949 -3.1293 -0.6611 0.003
C -1.0843 -3.4700 -0.2922 0.000
H -1.2642 -4.2256 0.4563 0.121
H 1.0269 -3.6181 -0.1808 0.114
C 1.7502 -1.7308 -2.0648 -0.210
C 1.8306 -0.7924 -3.0316 0.048
C 0.6686 -0.1710 -3.6325 -0.462
O 0.6937 0.6680 -4.4971 0.116
O -0.5559 -0.6099 -3.1977 0.131
H 2.7813 -0.4277 -3.3872 0.131
C 2.9753 -2.2952 -1.4268 -0.027
H 3.0734 -1.8686 -0.4284 0.080
H 2.9233 -3.3788 -1.3484 0.083
H 3.8571 -2.0222 -1.9994 0.087
H -2.7823 -1.3438 -2.3294 0.138
H -5.2204 -2.5335 0.2402 0.140
H -4.7581 -1.8602 -1.3424 0.135
H -3.2810 -2.2055 1.8543 0.117
H -1.3664 0.2517 0.0469 0.116
C 0.2067 3.4378 0.5508 -0.249
C -0.5297 3.6796 1.8650 -0.063
H -0.8164 2.7356 2.3209 0.062
H 0.1081 4.2199 2.5602 0.075
H -1.4259 4.2659 1.6816 0.077
H 0.4599 4.3942 0.0875 0.121
H -0.4303 2.8854 -0.1441 0.112
H 2.6889 4.2308 1.2044 0.125
H 3.4376 2.6277 1.0245 0.108
```